# C4H7NO2

One molecule with the formula C4H7NO2 (wB97M-V/def2-TZVPD, OMol25).

The geometry in XYZ format:
```
14
Properties=species:S:1:pos:R:3:forces:R:3:nbo_charge:R:1
C 1.8130 -0.6858 -0.2861 0.024 -0.015 0.015 -0.713
C 0.7070 0.3202 -0.4980 -0.070 -0.078 -0.350 0.569
N 0.1030 0.5989 -1.5701 0.308 -0.140 0.319 -0.645
O 0.2954 0.9512 0.6612 0.027 0.035 0.045 -0.525
C -0.8878 0.3801 1.2232 -0.030 -0.150 0.101 -0.164
C -2.0135 0.3347 0.2010 -0.085 -0.419 -0.187 0.419
O -2.2944 -0.6901 -0.3708 -0.200 0.467 0.363 -0.504
H 1.3552 -1.6661 -0.1128 0.065 0.093 0.053 0.239
H 2.4663 -0.7758 -1.1590 -0.204 0.090 0.095 0.229
H 2.4167 -0.4313 0.5875 -0.111 0.017 -0.116 0.237
H 0.4533 0.0280 -2.3392 0.068 0.185 0.033 0.348
H -0.6937 -0.6452 1.5619 -0.027 0.076 -0.053 0.182
H -1.1711 0.9940 2.0853 0.157 -0.005 -0.215 0.205
H -2.5493 1.2870 0.0158 0.078 -0.157 -0.103 0.123
```
Positions in Å, forces in eV/Å.

Values from the calculation:
SMILES string	[H]/N=C(\C)OCC=O
frontier orbital gap	10.66	eV
energy above the lowest of the compared OMol25 structures with the same formula, charge and spin	192.9	kJ/mol
LUMO energy	0.846	eV

---

# C4H7NO2

A 2-piece molecular cluster, C4H7NO2 overall (wB97M-V/def2-TZVPD, OMol25).

The geometry in XYZ format:
```
14
Properties=species:S:1:pos:R:3:forces:R:3:nbo_charge:R:1
N 1.6381 0.6631 1.6731 -0.074 0.133 0.061 -0.811
C 0.6542 0.1129 0.8682 0.343 -0.147 0.127 0.343
O -0.5704 0.7397 0.4051 -0.055 -0.047 -0.637 -0.534
C 0.5998 -1.1384 0.0573 -0.006 -0.102 -0.198 -0.421
C -0.5478 -0.6398 0.8825 0.122 0.035 0.747 0.017
C -1.4546 0.4888 -2.1241 -0.067 0.185 -0.079 0.299
O -1.4258 -0.6635 -2.4630 -0.014 0.067 0.033 -0.534
H 1.2685 1.2599 2.4024 -0.029 -0.060 0.003 0.380
H 2.3208 1.1776 1.1240 -0.129 -0.108 0.127 0.377
H 1.1458 -1.9645 0.5213 -0.102 0.187 -0.174 0.219
H 0.5550 -1.1388 -1.0269 -0.054 0.056 0.046 0.225
H -1.2326 -1.0149 1.6234 0.044 0.007 -0.043 0.218
H -0.5890 1.1670 -2.2552 -0.105 -0.124 0.013 0.109
H -2.3620 0.9509 -1.6881 0.126 -0.082 -0.026 0.111
```
Positions in Å, forces in eV/Å.

Values from the calculation:
SMILES string	N[C@@]12C[C@@H]1O2.C=O
frontier orbital gap	9.73	eV
energy above the lowest of the compared OMol25 structures with the same formula, charge and spin	461.5	kJ/mol
LUMO energy	0.961	eV

---

# C4H7NO2

One molecule with the formula C4H7NO2 in a non-equilibrium geometry (wB97M-V/def2-TZVPD, OMol25).

The geometry in XYZ format:
```
14
Properties=species:S:1:pos:R:3:forces:R:3:nbo_charge:R:1
O -0.0134 0.4439 -1.9083 0.227 0.548 -0.294 -0.563
C 0.2818 0.0577 -0.8090 -1.073 -0.995 0.273 0.699
N 1.1359 -1.0389 -0.7081 0.062 0.378 -0.070 -0.654
C 1.6292 -1.6764 0.3974 0.099 -0.095 -0.213 0.535
O 2.4146 -2.5794 0.2783 0.120 -0.246 0.374 -0.558
C -0.4572 0.4708 0.4616 0.169 0.686 0.454 -0.516
C -1.5638 1.5310 0.2122 0.649 -1.352 -1.144 -0.622
H 1.4364 -1.4385 -1.5871 0.108 0.167 -0.103 0.423
H 1.2460 -1.3131 1.3557 0.045 0.051 0.136 0.124
H 0.2590 0.7880 1.2246 0.037 0.078 -0.069 0.227
H -0.8942 -0.4401 0.8699 -0.068 -0.117 -0.081 0.229
H -2.5030 1.1823 0.6293 -0.001 0.414 0.409 0.216
H -1.2839 2.5476 0.4545 -0.082 0.018 0.325 0.219
H -1.6874 1.4650 -0.8710 -0.291 0.464 0.002 0.242
```
Positions in Å, forces in eV/Å.

Values from the calculation:
SMILES string	CCC(=O)NC=O
frontier orbital gap	11.12	eV
energy above the lowest of the compared OMol25 structures with the same formula, charge and spin	36.7	kJ/mol
LUMO energy	0.686	eV

---

# C4H7NO2

A 3-piece molecular cluster, C4H7NO2 overall in a non-equilibrium geometry (wB97M-V/def2-TZVPD, OMol25).

The geometry in XYZ format:
```
14
Properties=species:S:1:pos:R:3:forces:R:3:nbo_charge:R:1
O -1.4471 1.7016 -0.4741 0.031 0.123 0.060 -0.686
C -1.5041 0.5293 0.2218 -0.146 -0.430 0.037 0.142
C -1.9721 -0.5898 -0.3169 -0.012 0.188 0.055 -0.530
N 0.9531 -1.7243 -0.2602 0.350 0.153 -0.280 -0.580
C 2.0007 -1.1405 -0.6675 -0.083 -0.135 0.146 -0.067
C 1.3170 1.7248 0.5863 1.072 0.865 -0.421 0.499
O 2.1278 2.3433 0.0889 -0.838 -0.743 0.497 -0.496
H -0.9908 2.3577 0.0641 -0.160 -0.052 -0.085 0.477
H -1.1294 0.5625 1.2430 -0.078 -0.011 -0.178 0.177
H -1.9876 -1.4987 0.2726 -0.019 0.155 -0.084 0.217
H -2.3203 -0.6139 -1.3445 -0.015 0.007 0.112 0.205
H 0.2777 -1.8226 -1.0217 0.049 -0.022 0.115 0.338
H 2.1788 -0.8065 -1.6973 -0.102 -0.039 0.119 0.149
H 2.8005 -0.9419 0.0507 -0.048 -0.058 -0.091 0.156
```
Positions in Å, forces in eV/Å.

Values from the calculation:
frontier orbital gap	9.63	eV
energy above the lowest of the compared OMol25 structures with the same formula, charge and spin	285.1	kJ/mol
LUMO energy	0.689	eV

---

# C4H7NO2

One molecule with the formula C4H7NO2 (wB97M-V/def2-TZVPD, OMol25).

The geometry in XYZ format:
```
14
Properties=species:S:1:pos:R:3:forces:R:3:nbo_charge:R:1
C 1.6595 0.1405 0.4603 0.019 -0.019 0.059 -0.630
C 0.5766 -0.2277 -0.5392 0.101 -0.237 0.120 0.084
C -0.6006 -0.9944 0.1138 0.144 -0.092 -0.056 -0.238
N -1.5706 0.0660 0.2750 -0.025 0.169 -0.155 -0.655
C -1.2005 1.2095 -0.4173 -0.188 0.150 0.011 0.876
O -1.7900 2.2546 -0.4744 0.117 -0.515 -0.158 -0.594
O -0.0056 0.9835 -1.0324 -0.130 0.143 0.109 -0.494
H 1.2055 0.6919 1.2914 0.091 -0.090 -0.064 0.217
H 2.4208 0.7792 0.0028 -0.143 -0.131 0.013 0.227
H 2.1418 -0.7582 0.8569 -0.048 0.091 -0.050 0.213
H 0.9831 -0.7796 -1.3919 -0.034 0.174 0.100 0.193
H -0.2887 -1.4031 1.0826 -0.096 0.023 -0.168 0.197
H -0.9741 -1.8180 -0.5074 0.084 0.177 0.019 0.193
H -2.5570 -0.1440 0.2799 0.108 0.155 0.219 0.410
```
Positions in Å, forces in eV/Å.

Values from the calculation:
SMILES string	C[C@H]1CNC(=O)O1
frontier orbital gap	10.86	eV
energy above the lowest of the compared OMol25 structures with the same formula, charge and spin	10.4	kJ/mol
LUMO energy	0.756	eV

---

# C4H7NO2

A 2-piece molecular cluster, C4H7NO2 overall in a non-equilibrium geometry (wB97M-V/def2-TZVPD, OMol25).

The geometry in XYZ format:
```
14
Properties=species:S:1:pos:R:3:forces:R:3:nbo_charge:R:1
C 1.1292 1.0994 -0.3466 -0.175 0.318 0.298 -0.155
C -1.8270 -1.2108 -0.3077 0.528 0.197 -0.841 -0.550
N -1.5400 -0.4501 0.8220 -0.080 0.694 0.440 0.173
O -0.0314 0.3368 -0.3818 0.161 0.177 0.036 -0.629
O -2.4401 0.5463 0.9318 0.400 -0.423 -0.121 -0.483
C 2.3578 0.3389 -0.0759 0.278 -0.272 -0.022 -0.030
C 3.3619 -0.2948 0.1071 -0.298 0.201 -0.015 -0.247
H -2.1986 1.0075 1.7497 0.061 -0.048 -0.105 0.488
H 1.0330 1.8927 0.4154 0.026 -0.072 -0.103 0.195
H 1.2500 1.6311 -1.3052 -0.058 -0.094 0.112 0.206
H -2.7982 -1.0192 -0.7627 0.006 -0.073 0.169 0.216
H -1.5679 -2.2534 -0.1316 -0.111 0.051 0.027 0.233
H -0.9746 -0.7680 -0.9908 -0.801 -0.620 0.107 0.353
H 4.2460 -0.8563 0.2763 0.062 -0.037 0.017 0.229
```
Positions in Å, forces in eV/Å.

Values from the calculation:
frontier orbital gap (alpha / beta)	9.14 / 8.15	eV
energy above the lowest of the compared OMol25 structures with the same formula, charge and spin	785.7	kJ/mol
LUMO energy (alpha / beta)	-0.302 / -0.830	eV

---

# C4H7NO2

C4H7NO2 as an isolated structure in a non-equilibrium geometry (wB97M-V/def2-TZVPD, OMol25).

The geometry in XYZ format:
```
14
Properties=species:S:1:pos:R:3:forces:R:3:nbo_charge:R:1
C -1.3374 0.1475 1.1483 5.925 -1.642 1.724 -0.020
C 0.1657 -0.1153 0.0056 -1.600 0.387 2.807 0.317
C 1.2097 -1.2289 0.1409 -3.160 -1.221 1.280 -0.657
C 0.7556 1.1556 -0.4887 0.132 1.604 0.914 -0.685
N -1.9501 -0.0354 -0.0265 1.396 0.955 -3.205 0.195
O -3.0516 -0.1259 -0.4401 -5.098 -0.535 -0.680 -0.306
O -0.9223 -0.4590 -0.8331 0.993 -1.378 -1.566 -0.403
H -1.6809 0.6720 1.9765 -0.614 1.127 1.097 0.181
H 2.1505 -0.9035 0.5152 0.660 0.373 0.047 0.224
H 1.1960 -1.5210 -0.8993 0.782 -0.677 -0.317 0.236
H 0.8198 -2.1028 0.8016 0.648 1.440 -1.311 0.232
H 0.7333 1.2055 -1.5564 -0.131 -0.291 -0.855 0.236
H 1.8048 1.3314 -0.2044 -0.502 -0.068 0.286 0.220
H 0.1071 1.9798 -0.1395 0.570 -0.073 -0.221 0.230
```
Positions in Å, forces in eV/Å.

Values from the calculation:
frontier orbital gap (alpha / beta)	6.88 / 9.07	eV
multiplicity	3
energy above the lowest of the compared OMol25 structures with the same formula, charge and spin	376.5	kJ/mol
⟨S²⟩	2.011
LUMO energy (alpha / beta)	0.857 / -1.424	eV

---

# C4H7NO2

A 2-piece molecular cluster, C4H7NO2 overall in a non-equilibrium geometry (wB97M-V/def2-TZVPD, OMol25).

The geometry in XYZ format:
```
14
Properties=species:S:1:pos:R:3:forces:R:3:nbo_charge:R:1
C -0.9090 1.6810 -0.1674 -0.655 -2.426 -0.871 0.200
C -1.8283 -0.3961 0.7982 -0.176 -1.633 -1.065 -0.655
C -0.4184 -0.4001 -1.3074 1.948 -4.666 -4.321 -0.283
C -1.0056 0.2569 -0.2900 -4.344 5.900 6.016 -0.041
N -0.9592 2.8413 -0.2312 0.259 0.548 0.186 -0.305
O 1.6714 1.3346 0.9880 -0.089 -0.578 0.817 -0.442
O 2.2620 1.1773 -0.2870 -0.357 1.804 -1.928 -0.467
H -2.8465 0.0291 0.9663 1.080 0.074 0.118 0.251
H -1.9744 -1.5224 0.6818 0.267 1.456 -0.361 0.220
H -1.1312 -0.3218 1.6020 -0.212 0.196 1.634 0.235
H 0.3825 0.0448 -1.7928 1.413 0.311 -0.969 0.188
H -0.5754 -1.4758 -1.3187 0.209 0.217 -0.519 0.177
H 1.8678 1.9725 -0.7793 0.731 -1.544 1.009 0.469
H 1.5398 0.3931 1.1858 -0.073 0.342 0.254 0.453
```
Positions in Å, forces in eV/Å.

Values from the calculation:
frontier orbital gap (alpha / beta)	7.15 / 7.24	eV
multiplicity	3
energy above the lowest of the compared OMol25 structures with the same formula, charge and spin	314.5	kJ/mol
⟨S²⟩	2.017
LUMO energy (alpha / beta)	0.655 / -3.035	eV